[1]
Here is an isolated molecule of FNO3S from OMol25. Energies are from ωB97M-V/def2-TZVPD.

Its energy above the lowest of the compared OMol25 structures with the same formula, charge and spin is 0.705 eV. The HOMO-LUMO gap comes out at 9.940 eV. The value obtained for the maximum force is 0.075 hartree/bohr. As for the LUMO energy: -0.783 eV. As for the highest occupied orbital energy: -0.394 Ha.

Geometry as XYZ:
```
6
Properties=species:S:1:pos:R:3:forces:R:3
N 1.233 0.568 -0.115 2.3 -0.3 -2.1
O 0.500 0.359 0.979 -3.1 -0.8 2.1
O 1.670 -0.451 -0.528 0.3 0.8 0.0
O -0.690 -0.997 -0.769 -0.7 -1.4 0.3
F -1.686 0.943 -0.054 -0.2 0.0 1.0
S -1.027 -0.421 0.488 1.4 1.7 -1.2
```
Positions in Å, forces in eV/Å.


[2]
Here is a cluster of 2 separate species, C5H14N2O in total from OMol25. Energies are from ωB97M-V/def2-TZVPD.

Its energy above the lowest of the compared OMol25 structures with the same formula, charge and spin is 7.945 eV. The HOMO-LUMO gap comes out at 6.994 eV. The value obtained for the maximum force is 0.065 hartree/bohr. As for the LUMO energy: -1.398 eV. As for the highest occupied orbital energy: -0.308 Ha.

Geometry as XYZ:
```
22
Properties=species:S:1:pos:R:3:forces:R:3
C -1.850 -1.834 -0.515 -1.2 0.8 -1.5
C -0.635 -1.034 -0.052 -1.9 -1.4 0.4
C -1.094 0.101 0.859 0.7 1.4 0.6
C 0.043 0.980 1.378 0.7 0.5 0.0
O -0.546 2.207 1.827 0.0 -0.1 -0.1
N 0.141 -0.601 -1.241 2.8 1.2 0.4
C 1.683 -0.576 -0.948 -1.0 -2.8 1.6
N 2.156 0.679 -1.232 -0.1 0.2 -2.1
H -1.546 -2.671 -1.154 -0.2 -0.2 0.6
H -2.474 -1.225 -1.201 0.5 0.1 0.0
H -2.636 -2.051 0.220 0.9 -0.5 0.4
H -0.047 -1.758 0.532 0.3 0.4 -0.3
H -1.731 -0.120 1.719 0.2 -1.0 -0.1
H -1.742 0.816 0.354 0.0 0.0 -0.7
H 0.686 0.618 2.192 -0.6 -0.7 0.1
H 0.776 1.162 0.590 -0.2 0.3 -0.3
H 0.169 2.767 2.142 -0.1 0.1 0.0
H 0.073 0.407 -1.403 -0.8 -0.1 0.0
H 1.970 -1.477 -1.509 1.0 0.3 0.3
H 1.774 -0.875 0.121 -0.1 0.5 0.0
H 1.082 -0.588 -2.740 -0.9 1.4 0.8
H 2.952 0.687 -1.868 -0.1 -0.3 0.0
```
Positions in Å, forces in eV/Å.


[3]
Here is a structure of composition C25H36N2O3SiZr from OMol25. Energies are from ωB97M-V/def2-TZVPD.

Its energy above the lowest of the compared OMol25 structures with the same formula, charge and spin is 1.785 eV. The HOMO-LUMO gap comes out at 7.074 eV. The value obtained for the maximum force is 0.027 hartree/bohr. As for the LUMO energy: -0.557 eV. As for the highest occupied orbital energy: -0.280 Ha.

Geometry as XYZ:
```
68
Properties=species:S:1:pos:R:3:forces:R:3
Zr 0.389 -0.622 0.883 0.8 0.2 1.1
C 1.106 -3.447 4.107 -0.1 -0.2 0.0
O 1.115 -4.682 3.385 0.3 0.1 0.2
C 0.438 -4.808 2.220 -0.3 -0.1 0.2
C -0.023 -6.075 1.923 -0.1 -0.2 -0.1
C -0.692 -6.361 0.728 0.0 0.0 0.1
C -0.876 -5.361 -0.190 0.0 0.0 -0.1
C -0.434 -4.058 0.095 0.0 0.1 -0.3
C -0.293 -3.124 -0.996 -0.1 -0.2 0.1
N 0.025 -1.892 -0.837 0.1 0.2 -0.6
N 0.616 -1.272 -1.961 0.1 -0.2 0.0
C 1.609 -0.518 -1.608 0.0 -0.1 0.2
O 1.963 -0.256 -0.338 0.1 -0.1 -0.7
C 2.448 0.091 -2.662 0.0 0.1 0.1
C 2.374 -0.350 -3.980 -0.1 0.0 -0.1
C 3.175 0.234 -4.947 0.0 0.0 0.0
C 4.050 1.260 -4.604 0.0 0.0 0.0
C 4.123 1.700 -3.290 0.0 0.0 0.0
C 3.325 1.113 -2.318 0.1 0.1 0.0
C 0.195 -3.753 1.322 0.0 0.4 -0.2
O 0.611 -2.521 1.571 -0.3 -0.6 0.0
H 1.504 -3.684 5.089 0.0 -0.1 0.1
H 0.093 -3.058 4.213 -0.1 0.0 0.0
H 1.726 -2.698 3.634 0.1 0.1 -0.1
H 0.162 -6.852 2.657 0.0 0.0 -0.1
H -1.040 -7.366 0.529 0.0 0.0 0.0
H -1.342 -5.559 -1.149 0.0 0.0 0.1
H -0.298 -3.506 -2.013 0.0 -0.1 -0.1
H 1.684 -1.144 -4.233 0.0 0.0 0.0
H 3.119 -0.111 -5.971 0.0 0.0 0.0
H 4.678 1.712 -5.362 0.0 0.0 0.0
H 4.798 2.503 -3.020 0.0 0.0 0.0
H 3.376 1.446 -1.290 0.0 0.0 0.0
C -0.237 -0.190 3.002 0.0 0.3 0.2
H -0.631 0.793 3.268 0.0 0.1 0.0
H 0.622 -0.371 3.663 0.1 0.0 0.0
H -0.994 -0.929 3.290 0.0 0.0 0.0
C -0.840 1.807 -1.997 0.1 -0.2 -0.3
Si -0.906 1.575 -0.126 -0.6 0.1 -0.1
C 0.116 3.071 0.606 0.1 0.0 0.1
C -0.639 3.879 1.663 0.0 0.1 0.0
C 1.401 2.536 1.264 0.0 0.1 -0.1
C 0.540 4.021 -0.517 0.0 0.2 0.0
C -2.812 1.540 0.216 -0.1 0.0 0.1
C -3.577 2.498 -0.704 -0.1 0.1 0.0
C -3.226 0.100 -0.125 -0.2 0.0 -0.2
C -3.243 1.798 1.665 0.0 -0.1 0.0
H -1.221 2.788 -2.293 0.0 -0.1 0.0
H -1.450 1.039 -2.487 0.1 0.1 0.0
H 0.174 1.708 -2.399 -0.1 0.0 0.0
H -0.926 3.269 2.524 0.0 0.0 0.0
H -1.544 4.341 1.256 0.1 -0.1 0.0
H 0.008 4.689 2.033 -0.1 -0.1 0.0
H 1.182 1.836 2.078 0.0 -0.1 0.1
H 1.975 3.354 1.718 0.0 0.0 0.0
H 2.058 2.051 0.538 0.0 0.0 0.0
H -0.322 4.500 -0.994 0.1 0.0 0.1
H 1.109 3.511 -1.302 0.0 0.1 0.1
H 1.178 4.817 -0.105 -0.1 -0.1 -0.1
H -3.466 2.233 -1.760 0.0 0.0 0.1
H -3.237 3.535 -0.586 -0.1 -0.1 0.0
H -4.650 2.474 -0.465 0.1 0.0 -0.1
H -2.922 -0.192 -1.136 0.0 0.0 0.1
H -4.317 -0.013 -0.060 0.1 0.0 0.0
H -2.789 -0.616 0.575 0.0 -0.1 0.1
H -3.088 2.829 1.968 0.0 0.1 0.0
H -2.715 1.153 2.372 0.0 0.0 0.0
H -4.316 1.589 1.769 0.1 0.0 0.0
```
Positions in Å, forces in eV/Å.


[4]
Here is a structure of composition C20H31N3O2S from OMol25. Energies are from ωB97M-V/def2-TZVPD.

Its energy above the lowest of the compared OMol25 structures with the same formula, charge and spin is 0.061 eV. The HOMO-LUMO gap comes out at 9.971 eV. The value obtained for the maximum force is 0.009 hartree/bohr. As for the LUMO energy: 0.719 eV. As for the highest occupied orbital energy: -0.340 Ha.

Geometry as XYZ:
```
57
Properties=species:S:1:pos:R:3:forces:R:3
C -0.290 5.771 -0.245 0.0 0.0 0.0
C -0.610 4.388 -0.803 -0.2 0.1 0.0
C -0.983 3.419 0.322 0.3 -0.2 0.0
C 0.230 2.952 1.162 0.1 -0.1 0.0
N 0.936 1.826 0.569 0.0 0.0 0.1
C 1.872 2.092 -0.510 0.0 -0.1 -0.1
C 0.533 0.573 0.924 -0.1 0.0 -0.1
O -0.319 0.396 1.791 0.0 0.0 0.0
C 1.123 -0.592 0.147 0.0 0.0 0.0
C 0.643 -1.956 0.627 0.0 0.0 0.0
C 0.569 -2.961 -0.527 0.0 0.0 0.0
C -0.011 -4.294 -0.061 0.0 0.0 0.0
C 0.772 -4.868 1.118 0.0 0.0 0.0
C 0.863 -3.855 2.257 0.0 0.0 0.0
C 1.463 -2.555 1.762 0.0 0.0 0.0
C 2.189 -1.693 2.744 0.0 0.0 0.0
C 2.966 -2.498 1.731 0.0 0.0 0.0
N -1.723 2.232 -0.099 -0.3 0.3 -0.2
C -1.641 1.601 -1.298 0.2 -0.1 0.1
O -1.039 2.034 -2.270 0.0 0.0 0.0
C -2.325 0.275 -1.360 0.0 -0.1 0.0
C -2.558 -0.564 -0.303 0.0 0.0 0.0
S -3.256 -1.993 -0.872 0.0 0.0 0.1
N -3.272 -1.537 -2.448 0.0 0.0 -0.1
C -2.753 -0.340 -2.584 0.0 0.0 0.0
C -2.656 0.265 -3.948 0.0 0.0 0.0
H -0.019 6.455 -1.049 0.0 0.0 0.0
H -1.151 6.194 0.276 0.0 0.0 0.0
H 0.545 5.754 0.459 0.0 0.0 0.0
H -1.448 4.461 -1.495 0.0 0.0 0.0
H 0.226 4.015 -1.388 0.0 0.0 0.0
H -1.642 3.970 1.000 0.0 0.0 0.0
H 0.926 3.780 1.304 0.0 0.0 0.0
H -0.116 2.623 2.139 0.0 0.0 0.0
H 2.605 1.294 -0.588 0.1 0.0 0.0
H 1.368 2.185 -1.474 0.0 0.0 0.0
H 2.409 3.015 -0.290 0.0 0.0 0.0
H 0.830 -0.447 -0.900 0.0 0.0 0.0
H 2.213 -0.538 0.155 0.0 0.0 0.0
H -0.370 -1.821 1.016 0.0 0.0 0.0
H -0.047 -2.548 -1.332 0.0 0.0 0.0
H 1.575 -3.117 -0.935 0.0 0.0 0.0
H -1.052 -4.136 0.241 0.0 0.0 0.0
H -0.031 -5.006 -0.889 0.0 0.0 0.0
H 0.307 -5.793 1.467 0.0 0.0 0.0
H 1.784 -5.124 0.789 0.0 0.0 0.0
H -0.137 -3.659 2.659 0.0 0.0 0.0
H 1.466 -4.251 3.079 0.0 0.0 0.0
H 2.154 -0.619 2.619 0.0 0.0 0.0
H 2.211 -2.016 3.777 0.0 0.0 0.0
H 3.504 -3.372 2.077 0.0 0.0 0.0
H 3.464 -1.965 0.931 0.0 0.0 0.0
H -2.132 1.701 0.652 0.0 0.0 0.0
H -2.293 -0.420 0.735 0.0 0.0 0.0
H -3.055 1.279 -3.952 0.0 0.0 0.0
H -1.614 0.340 -4.256 0.0 0.0 0.0
H -3.203 -0.356 -4.654 0.0 0.0 0.0
```
Positions in Å, forces in eV/Å.


[5]
Here is a structure of composition C27H72Li5N6O13 from OMol25. Energies are from ωB97M-V/def2-TZVPD.

The total charge is +3. The HOMO-LUMO gap comes out at 1.745 eV. The value obtained for the maximum force is 0.126 hartree/bohr. As for the LUMO energy: -11.106 eV. As for the highest occupied orbital energy: -0.472 Ha.

Geometry as XYZ:
```
123
Properties=species:S:1:pos:R:3:forces:R:3
Li 6.464 -2.786 -20.408 -0.6 1.4 -0.3
Li 6.076 -1.885 -23.112 -0.8 1.0 -0.6
Li 5.282 -2.907 -17.885 -0.8 1.5 0.9
Li 3.348 -2.881 -20.686 -0.6 1.3 -1.0
Li 8.051 -1.651 -18.073 -0.2 1.3 0.0
O 4.735 -1.597 -21.573 2.1 -3.3 0.7
C 4.759 -0.367 -20.927 -1.4 0.5 1.3
C 5.734 -0.087 -19.669 0.0 -0.1 -1.2
O 6.134 -1.204 -18.837 1.0 -2.7 -0.7
H 3.730 -0.219 -20.598 -0.3 0.3 0.6
H 4.835 0.381 -21.716 0.9 0.6 0.4
H 5.325 0.644 -18.972 -0.5 0.1 -0.4
H 6.579 0.409 -20.146 0.6 -0.2 0.4
C 5.258 0.973 -15.121 -1.2 2.6 5.2
O 4.722 1.764 -14.372 0.2 0.4 1.1
N 4.825 0.853 -16.303 -1.8 -0.4 -6.2
N 6.126 0.070 -14.772 3.4 -2.9 1.1
H 3.841 1.078 -16.331 0.2 0.1 -1.1
H 5.366 0.295 -16.948 -0.9 0.1 -0.4
H 6.508 -0.021 -13.841 0.0 0.3 -0.2
H 6.473 -0.518 -15.516 0.2 0.0 0.7
C 12.719 0.153 -14.672 0.8 -1.1 0.8
O 11.439 0.630 -14.813 -1.7 -1.0 -0.8
C 11.371 2.028 -14.869 -0.2 -1.0 -0.4
C 9.970 2.412 -15.241 0.1 1.0 -0.7
N 9.656 2.188 -16.672 0.0 -0.6 -0.4
C 8.485 2.889 -17.221 -0.1 -1.0 -0.6
C 8.386 2.685 -18.808 1.0 2.6 1.5
O 9.228 3.705 -19.479 -1.1 -1.9 0.2
C 8.842 3.960 -20.853 0.0 0.6 1.1
H 13.350 0.408 -15.524 0.5 0.8 0.4
H 12.801 -0.934 -14.664 -0.9 -0.3 -0.2
H 13.002 0.368 -13.642 1.2 0.7 -0.2
H 12.058 2.336 -15.657 0.4 0.7 0.2
H 11.587 2.399 -13.867 0.4 0.6 -0.1
H 9.966 3.497 -15.137 -0.5 0.2 0.8
H 9.325 1.884 -14.538 -0.5 0.3 -0.3
H 10.428 2.601 -17.176 0.5 -0.2 -0.1
H 8.421 3.932 -16.910 0.2 0.4 -0.5
H 7.596 2.453 -16.766 -0.3 -0.3 -0.1
H 7.338 2.848 -19.061 -0.1 -0.1 -0.3
H 8.730 1.680 -19.052 0.0 -0.2 -0.2
H 8.010 4.664 -20.836 -0.2 0.0 -0.1
H 8.541 3.074 -21.412 0.3 -0.2 0.1
H 9.678 4.485 -21.317 0.0 -0.3 -0.1
C 4.087 -2.689 -25.349 -0.3 -2.8 0.6
O 4.898 -1.727 -24.751 0.3 -0.1 1.0
C 5.333 -0.700 -25.574 0.4 1.6 -0.5
C 6.028 0.320 -24.703 -0.4 0.1 -1.5
N 7.219 -0.274 -24.108 -0.4 -0.3 0.9
C 8.023 0.686 -23.379 1.1 0.0 1.3
C 9.112 -0.035 -22.540 0.6 0.3 -1.4
O 10.008 0.893 -22.033 -0.7 2.0 0.7
C 10.721 0.558 -20.880 -0.1 -1.5 0.2
H 3.252 -2.932 -24.691 -0.8 0.9 -0.4
H 4.593 -3.645 -25.216 0.5 -0.2 -0.7
H 3.846 -2.578 -26.406 -0.1 0.5 0.3
H 4.501 -0.233 -26.100 -0.2 0.1 0.0
H 6.047 -0.986 -26.347 0.0 -0.6 -0.1
H 5.345 0.750 -23.970 0.2 -0.1 0.3
H 6.191 1.114 -25.432 0.7 0.5 0.2
H 7.771 -0.803 -24.768 0.1 0.3 -0.5
H 7.362 1.226 -22.701 -0.1 0.0 0.1
H 8.556 1.463 -23.928 -0.2 -0.1 -0.7
H 9.785 -0.620 -23.166 -0.6 -0.9 -0.6
H 8.621 -0.705 -21.835 -0.1 -0.1 0.9
H 11.246 -0.373 -21.091 0.7 0.0 0.1
H 10.045 0.292 -20.068 -0.5 0.1 0.4
H 11.390 1.325 -20.491 -0.2 0.2 -0.7
C 4.994 4.275 -20.396 -0.9 -0.7 -2.1
O 4.621 4.613 -21.787 0.4 -0.5 1.3
C 3.973 3.594 -22.582 1.3 1.9 -1.1
C 4.172 4.097 -24.089 -1.0 -0.7 1.4
N 3.508 5.341 -24.345 -0.5 0.0 -0.7
C 3.683 5.895 -25.705 -0.6 0.8 1.0
C 2.619 6.940 -26.030 -0.1 -0.8 -1.2
O 2.824 8.101 -25.284 -0.3 0.1 1.3
C 3.581 9.083 -25.921 0.3 1.1 -2.0
H 4.101 4.265 -19.772 0.1 0.4 0.2
H 5.823 4.881 -20.030 -0.5 0.5 -0.2
H 5.379 3.255 -20.411 0.1 -0.5 0.0
H 2.923 3.453 -22.323 -0.2 0.2 0.0
H 4.507 2.651 -22.464 0.2 -0.4 0.1
H 3.705 3.349 -24.730 -0.2 -0.3 -0.1
H 5.228 4.057 -24.356 0.6 0.2 0.3
H 3.525 6.043 -23.619 0.4 -0.1 0.0
H 3.662 5.096 -26.446 0.2 0.0 0.1
H 4.568 6.527 -25.771 0.8 -0.6 -0.2
H 1.613 6.523 -25.985 -0.2 0.3 1.0
H 2.670 7.179 -27.092 0.4 0.1 -0.3
H 4.311 9.670 -25.364 -0.2 -0.7 0.8
H 2.975 9.839 -26.420 -0.7 0.2 0.4
H 4.095 8.711 -26.807 0.5 -0.6 0.2
C 2.758 -4.468 -12.547 -1.6 -0.7 1.0
O 3.808 -3.809 -13.107 2.0 1.2 -1.7
C 3.598 -2.660 -13.926 -0.1 -0.4 0.5
C 4.328 -2.938 -15.228 0.0 0.1 0.0
N 3.844 -2.223 -16.435 1.4 0.3 -0.6
C 2.524 -2.501 -16.911 -1.4 -2.0 1.0
C 1.898 -1.490 -17.827 1.7 0.1 0.7
O 2.103 -0.188 -17.298 -1.2 -0.8 -1.2
C 1.369 0.776 -18.090 0.0 0.2 0.3
H 2.036 -4.897 -13.242 -0.3 0.4 -0.5
H 2.269 -3.787 -11.849 -0.4 -0.4 0.3
H 3.125 -5.365 -12.049 0.3 0.4 0.4
H 3.963 -1.779 -13.397 0.1 0.1 -0.1
H 2.565 -2.455 -14.207 -0.4 -0.3 0.5
H 4.248 -4.023 -15.304 0.0 -0.1 -0.6
H 5.385 -2.687 -15.140 0.2 -0.1 0.2
H 3.868 -1.226 -16.273 0.4 0.4 0.3
H 1.820 -2.755 -16.118 0.0 0.3 0.4
H 2.601 -3.456 -17.430 -0.4 -0.3 -0.5
H 0.871 -1.803 -18.015 -0.2 0.5 0.0
H 2.491 -1.633 -18.731 -0.1 0.7 -1.0
H 0.369 0.432 -18.353 -0.2 -0.1 0.5
H 1.837 0.979 -19.054 0.5 0.0 0.1
H 1.306 1.680 -17.484 0.0 0.0 -0.2
O 1.469 -2.088 -20.972 0.8 -0.5 0.3
H 0.745 -2.501 -20.502 -0.4 -0.1 0.2
H 1.066 -1.720 -21.759 0.0 0.3 -0.6
O 2.890 0.326 -23.815 -0.4 0.0 0.0
H 3.538 -0.297 -24.145 0.1 -0.3 0.0
H 3.183 0.528 -22.926 0.0 0.2 0.2
```
Positions in Å, forces in eV/Å.